# 1
Density functional theory data (the ωB97M-V functional and the def2-TZVPD basis) for a single C5H8N2S4 molecule.

Each line ends with the Mulliken charge.
CARTESIAN COORDINATES (ANGSTROEM)
C (-1.140, 0.715, 0.401)  0.08
C (0.655, -3.327, 1.261)  -0.84
C (0.001, -2.197, 1.139)  0.36
C (0.439, 2.098, -0.884)  0.10
C (-0.679, -1.625, -0.087)  -0.96
N (-0.731, 1.981, 0.109)  -0.31
N (-0.398, -0.204, -0.300)  0.26
S (-2.409, 0.285, 1.327)  -0.31
S (0.796, 0.346, -1.365)  -0.17
S (-0.100, 2.905, -2.406)  -0.09
S (1.823, 2.967, 0.010)  -0.19
H (0.963, -3.590, 2.256)  0.28
H (0.603, -4.186, 0.587)  0.29
H (0.027, -1.469, 2.088)  0.15
H (-1.794, -1.894, -0.125)  0.34
H (-0.100, -2.122, -0.805)  0.34
H (-1.527, 2.658, -0.034)  0.31
H (0.754, 3.801, -2.074)  0.17
H (2.818, 2.858, -1.098)  0.17

The calculation puts the relative energy (zero: lowest compared OMol25 entry of this formula, charge and spin) at 0.330 eV. The HOMO energy (spin up / spin down) comes out at -5.418 / -8.888 eV. Its spin multiplicity is 3. The calculation puts the total energy at -1897.37732 hartree.

=====

# 2
Density functional theory data (the ωB97M-V functional and the def2-TZVPD basis) for 9 unconnected molecules or ions with the total composition C18H53O9.

Each line ends with the Mulliken charge.
CARTESIAN COORDINATES (ANGSTROEM)
C (12.944, -4.041, 12.395)  -0.32
C (12.468, -5.414, 11.784)  0.84
O (12.792, -5.649, 10.445)  -0.71
H (12.290, -3.825, 13.240)  0.01
H (12.936, -3.272, 11.622)  0.35
H (14.004, -4.118, 12.637)  -0.25
H (11.386, -5.432, 11.918)  -0.41
H (12.844, -6.226, 12.407)  0.28
C (17.137, -3.405, 13.023)  -0.60
C (18.279, -3.613, 14.045)  -0.41
O (19.313, -2.689, 13.710)  -0.51
H (17.398, -3.797, 12.040)  0.18
H (16.966, -2.333, 12.924)  0.35
H (16.246, -3.944, 13.346)  0.04
H (18.772, -4.582, 14.121)  0.31
H (17.934, -3.258, 15.016)  0.28
H (18.853, -1.866, 13.892)  0.29
C (10.697, -2.753, 9.860)  -0.56
C (9.330, -3.031, 9.117)  -0.49
O (9.083, -4.506, 9.117)  -0.38
H (11.586, -3.177, 9.393)  0.27
H (10.655, -3.242, 10.834)  -0.17
H (10.959, -1.701, 9.979)  0.42
H (9.432, -2.776, 8.062)  0.39
H (8.473, -2.510, 9.544)  0.32
H (8.142, -4.573, 8.939)  0.26
C (8.703, -7.942, 11.347)  -0.66
C (7.910, -7.802, 10.104)  -0.38
O (8.636, -7.383, 8.989)  -0.48
H (8.021, -8.259, 12.136)  0.36
H (9.153, -6.984, 11.607)  -0.05
H (9.559, -8.617, 11.316)  0.31
H (7.028, -7.258, 10.440)  0.34
H (7.635, -8.805, 9.776)  0.29
H (8.044, -6.809, 8.498)  0.27
C (16.072, -3.347, 8.694)  -0.96
C (15.980, -4.883, 8.568)  -0.05
O (14.683, -5.245, 8.213)  -0.44
H (15.247, -3.052, 9.342)  0.11
H (15.795, -2.798, 7.794)  0.33
H (17.046, -2.903, 8.901)  0.35
H (16.380, -5.373, 9.456)  0.15
H (16.620, -5.201, 7.745)  0.30
H (14.268, -5.489, 9.044)  0.30
C (15.287, -9.873, 9.314)  -1.31
C (15.172, -8.481, 10.057)  0.33
O (13.802, -8.226, 9.906)  -0.41
H (14.889, -9.670, 8.319)  0.31
H (14.717, -10.680, 9.774)  0.30
H (16.292, -10.291, 9.247)  0.39
H (15.763, -7.689, 9.598)  -0.02
H (15.514, -8.568, 11.088)  0.26
H (13.561, -7.315, 10.088)  0.32
C (11.998, -8.626, 14.132)  0.02
C (12.002, -9.799, 15.018)  -0.58
O (10.900, -9.767, 15.876)  -0.53
H (12.814, -8.803, 13.432)  0.22
H (12.056, -7.695, 14.696)  -0.06
H (11.110, -8.494, 13.513)  0.04
H (12.943, -9.890, 15.561)  0.28
H (11.828, -10.546, 14.244)  0.36
H (10.271, -10.440, 15.606)  0.31
C (12.361, -5.087, 16.092)  -0.78
C (11.888, -3.715, 16.376)  -0.05
O (12.467, -3.188, 17.504)  -0.56
H (12.232, -5.641, 17.022)  0.56
H (13.416, -4.947, 15.856)  0.22
H (11.786, -5.578, 15.307)  -0.05
H (10.804, -3.816, 16.433)  0.16
H (12.076, -3.017, 15.560)  0.18
H (12.557, -3.756, 18.273)  0.32
C (8.196, -3.612, 14.414)  -0.95
C (8.556, -2.986, 13.141)  -0.12
O (8.420, -4.000, 12.180)  -0.40
H (7.863, -2.851, 15.121)  0.39
H (8.997, -4.257, 14.774)  0.09
H (7.307, -4.230, 14.287)  0.31
H (9.609, -2.707, 13.174)  0.16
H (7.939, -2.201, 12.704)  0.34
H (9.181, -4.584, 12.143)  0.12

The HOMO energy (spin up / spin down) comes out at -9.832 / -9.832 eV. Its spin multiplicity is 2. The calculation puts the total energy at -1394.48623 hartree.

=====

# 3
Density functional theory data (the ωB97M-V functional and the def2-TZVPD basis) for 11 unconnected molecules or ions with the total composition C12H46N12O11.

Each line ends with the Mulliken charge.
CARTESIAN COORDINATES (ANGSTROEM)
N (2.361, -1.784, -0.995)  -0.44
C (2.074, -2.697, -1.827)  0.40
N (3.100, -3.183, -2.490)  -0.33
O (0.833, -2.947, -2.213)  -0.64
H (1.530, -1.435, -0.459)  0.51
H (3.229, -1.639, -0.471)  0.35
H (3.054, -4.014, -2.983)  0.23
H (3.959, -2.609, -2.650)  0.19
N (-0.569, -2.316, 2.785)  -0.20
C (0.484, -2.932, 3.179)  0.80
N (0.708, -4.106, 2.743)  -0.33
O (1.346, -2.395, 4.123)  -0.92
H (-0.735, -1.343, 3.194)  0.38
H (-1.281, -2.604, 2.077)  0.13
H (1.491, -4.487, 3.314)  0.26
H (0.287, -4.671, 2.033)  0.18
N (-0.619, 2.223, -2.408)  0.14
C (-0.672, 3.377, -2.973)  0.58
N (0.217, 3.704, -3.825)  -0.19
O (-1.794, 4.227, -2.804)  -0.77
H (-1.508, 2.068, -1.857)  -0.19
H (-0.078, 1.400, -2.772)  0.14
H (0.008, 4.540, -4.444)  0.26
H (1.176, 3.296, -3.933)  0.26
N (2.529, 1.677, -4.114)  -0.34
C (2.153, 0.682, -3.427)  -0.05
N (3.033, 0.274, -2.574)  -0.28
O (0.884, 0.168, -3.515)  -0.71
H (2.123, 1.920, -4.984)  0.34
H (3.166, 2.423, -3.725)  0.26
H (2.617, -0.498, -1.954)  0.47
H (3.972, 0.828, -2.442)  0.26
N (1.506, 2.495, -0.884)  0.32
C (1.534, 3.062, 0.248)  0.23
N (2.691, 3.139, 0.820)  -0.48
O (0.343, 3.302, 0.993)  -0.66
H (0.646, 2.448, -1.428)  -0.07
H (2.186, 2.038, -1.388)  -0.07
H (2.780, 3.800, 1.644)  0.29
H (3.590, 2.990, 0.302)  0.16
N (1.972, 0.314, 4.512)  -0.19
C (2.259, 1.242, 3.690)  0.52
N (1.814, 1.004, 2.466)  0.04
O (2.906, 2.387, 3.979)  -0.80
H (2.313, 0.645, 5.451)  0.25
H (1.860, -0.650, 4.364)  0.34
H (2.040, 1.719, 1.823)  0.10
H (1.476, 0.170, 1.998)  0.49
C (-2.996, 0.415, 2.619)  -1.09
C (-1.704, 1.152, 2.950)  0.52
O (-0.823, 0.205, 3.465)  -0.68
H (-3.852, 1.062, 2.326)  0.39
H (-3.289, -0.101, 3.544)  0.36
H (-2.783, -0.312, 1.806)  0.21
H (-1.894, 1.925, 3.677)  0.40
H (-1.221, 1.732, 2.121)  -0.47
H (0.040, 0.479, 3.448)  0.03
C (-0.291, -0.056, 0.072)  3.05
O (0.623, -0.920, 0.736)  -0.61
H (-0.151, 1.002, 0.353)  -0.84
H (-1.249, -0.304, 0.422)  -0.90
H (-0.190, -0.166, -1.011)  -0.82
H (0.141, -1.526, 1.285)  -0.14
C (-3.485, -3.829, 0.679)  -0.80
O (-2.738, -2.687, 0.927)  -0.63
H (-4.000, -3.665, -0.290)  0.32
H (-4.239, -3.939, 1.431)  0.27
H (-2.770, -4.639, 0.664)  0.27
H (-3.121, -2.074, 0.348)  0.20
C (-3.104, 2.462, -0.163)  -0.60
O (-2.928, 1.530, -1.202)  -0.63
H (-2.636, 2.160, 0.756)  0.01
H (-4.191, 2.460, 0.122)  0.42
H (-2.786, 3.509, -0.312)  0.31
H (-3.300, 0.697, -0.889)  0.26
C (-2.277, -2.493, -2.540)  -0.69
O (-1.707, -1.348, -3.094)  -0.52
H (-2.280, -3.242, -3.280)  0.46
H (-3.320, -2.368, -2.244)  0.29
H (-1.711, -2.953, -1.732)  0.22
H (-0.763, -1.417, -3.196)  0.21

The calculation puts the relative energy (zero: lowest compared OMol25 entry of this formula, charge and spin) at 2.181 eV. The HOMO energy comes out at -8.319 eV. The calculation puts the total energy at -1969.40083 hartree.

=====

# 4
Density functional theory data (the ωB97M-V functional and the def2-TZVPD basis) for 2 unconnected molecules or ions with the total composition C3H7NOSi.

Each line ends with the Mulliken charge.
CARTESIAN COORDINATES (ANGSTROEM)
C (0.288, -0.995, 0.206)  -0.05
C (0.458, 0.221, -0.219)  -0.15
C (-1.030, -1.567, 0.697)  -0.98
N (2.268, 0.313, -1.066)  0.09
O (2.923, -0.648, -0.873)  -0.25
Si (-0.312, 1.990, -0.391)  0.32
H (1.025, -1.674, 0.207)  0.49
H (-1.844, -0.820, 0.795)  0.29
H (-1.443, -2.407, -0.055)  0.24
H (-0.862, -2.012, 1.723)  0.27
H (0.426, 2.697, 0.651)  -0.10
H (-1.952, 2.078, -0.110)  -0.09
H (0.057, 2.821, -1.565)  -0.08

The calculation puts the relative energy (zero: lowest compared OMol25 entry of this formula, charge and spin) at 5.402 eV. The HOMO energy (spin up / spin down) comes out at -8.300 / -8.300 eV. The calculation puts the total energy at -537.79877 hartree.

=====

# 5
Density functional theory data (the ωB97M-V functional and the def2-TZVPD basis) for a molecular structure, C32H26NO2S8Sr.

Each line ends with the Mulliken charge.
CARTESIAN COORDINATES (ANGSTROEM)
Sr (0.980, 0.531, 1.502)  1.36
S (-1.568, 3.493, 4.901)  -0.47
C (-1.923, 4.218, 3.371)  0.87
C (-2.609, 5.396, 3.090)  -0.66
C (-2.757, 5.765, 1.767)  -0.37
C (-2.229, 4.975, 0.741)  -0.95
C (-1.550, 3.806, 1.020)  0.41
C (-1.395, 3.419, 2.351)  -0.94
N (-0.742, 2.276, 2.783)  0.10
C (-0.746, 2.169, 4.076)  0.18
C (-0.140, 1.067, 4.842)  1.46
C (-0.328, 1.036, 6.230)  -0.83
C (0.225, 0.015, 6.977)  -0.61
C (0.963, -0.968, 6.325)  -0.63
C (1.136, -0.913, 4.949)  -0.39
C (0.602, 0.100, 4.133)  -0.73
H (-3.012, 6.008, 3.887)  0.37
H (-3.282, 6.680, 1.523)  0.37
H (-2.342, 5.290, -0.288)  0.41
H (-1.121, 3.203, 0.230)  0.21
H (-0.908, 1.803, 6.734)  0.30
H (0.085, -0.018, 8.051)  0.37
H (1.405, -1.777, 6.899)  0.35
H (1.724, -1.704, 4.487)  0.33
O (1.369, -1.890, 0.924)  -0.26
S (2.276, -2.768, 0.115)  -0.02
C (3.035, -1.800, -1.226)  -1.05
C (2.249, -0.588, -1.676)  0.83
C (1.021, -0.810, -2.547)  -0.26
C (0.359, 0.540, -2.806)  -0.67
S (-0.957, 0.912, -1.606)  0.34
O (-0.708, 0.111, -0.356)  -0.56
C (-2.253, -0.026, -2.430)  0.32
C (-2.752, -1.166, -1.825)  -0.29
C (-3.778, -1.870, -2.444)  -0.67
C (-4.300, -1.428, -3.649)  -0.43
C (-3.805, -0.271, -4.240)  -0.66
C (-2.785, 0.437, -3.628)  -0.40
C (1.152, -3.777, -0.855)  0.30
C (1.649, -4.699, -1.767)  -0.54
C (0.766, -5.495, -2.477)  -0.58
C (-0.602, -5.380, -2.261)  -0.63
C (-1.085, -4.473, -1.330)  -0.26
C (-0.207, -3.668, -0.617)  -0.32
H (3.238, -2.516, -2.026)  0.57
H (3.975, -1.464, -0.787)  0.35
H (2.948, 0.051, -2.219)  0.17
H (1.985, -0.008, -0.785)  -0.70
H (0.310, -1.496, -2.083)  -0.21
H (1.317, -1.256, -3.501)  0.59
H (-0.120, 0.611, -3.783)  0.66
H (1.068, 1.362, -2.691)  -0.01
H (-2.334, -1.480, -0.878)  0.42
H (-4.173, -2.764, -1.979)  0.37
H (-5.101, -1.978, -4.128)  0.38
H (-4.220, 0.083, -5.175)  0.38
H (-2.406, 1.348, -4.077)  0.45
H (2.718, -4.795, -1.921)  0.44
H (1.144, -6.209, -3.197)  0.39
H (-1.290, -6.004, -2.817)  0.38
H (-2.150, -4.390, -1.159)  0.40
H (-0.551, -2.941, 0.108)  0.53
S (5.969, 2.274, -4.047)  -0.33
C (5.023, 2.156, -2.687)  0.12
S (3.520, 2.962, -2.479)  -0.13
C (3.105, 2.387, -0.871)  -0.18
C (4.022, 1.565, -0.297)  0.09
S (3.931, 0.660, 1.191)  -0.33
S (5.445, 1.252, -1.287)  -0.14
S (1.512, 2.836, -0.305)  -0.37

The calculation puts the relative energy (zero: lowest compared OMol25 entry of this formula, charge and spin) at 0.000 eV. The HOMO energy comes out at -3.697 eV. As for the net charge: -1. The calculation puts the total energy at -4656.62584 hartree.

=====

The records above yield strongest force on any atom values of 4.23, 2.39, 9.89, 4.49, 0.48 eV/A, respectively.